(1)
Here is a 2-piece molecular cluster, C3H7N2O3 overall from the Open Molecules 2025 dataset. Energies are from ωB97M-V/def2-TZVPD.

Output
LUMO energy, eV: 4.2
HOMO-LUMO gap, eV: 7.143
Net charge: -1

XYZ file:
```
15
Properties=species:S:1:pos:R:3:mulliken_charge:R:1
C 0.48591 1.48574 0.76896 0.4752
C -1.21317 0.10137 -1.22993 -1.3225
C -0.38583 -0.21857 -0.04785 0.5112
N 1.70951 -1.32430 0.43093 -0.6998
N 0.66949 -1.13579 -0.43046 -0.3723
O 0.06415 1.64699 1.88452 -0.6651
O 1.20540 2.06896 -0.02251 -0.5892
O -1.18614 -0.67495 1.16333 -0.5988
H -1.86234 -0.68874 -1.75052 0.3447
H -2.10452 0.69267 -0.89456 0.3214
H -0.62976 0.58446 -2.07406 0.2575
H 1.25637 -1.64302 1.26504 0.3269
H 2.09732 -0.30225 0.50500 0.3165
H 0.93343 -0.64569 -1.33274 0.3319
H -1.03983 0.05313 1.76486 0.3624
```

(2)
Here is a 3-piece molecular cluster, C3H7N2O3 overall from the Open Molecules 2025 dataset. Energies are from ωB97M-V/def2-TZVPD.

Output
LUMO energy, eV: 3.5
HOMO-LUMO gap, eV: 7.807
Net charge: -1

XYZ file:
```
15
Properties=species:S:1:pos:R:3:mulliken_charge:R:1
C 0.89232 0.68420 -2.34728 -0.6087
C 2.13602 -0.06612 -2.39888 0.1709
C 0.10306 0.39297 1.46538 -0.0679
N 2.83200 -0.94749 -2.05278 0.4612
N 0.90293 0.44692 0.47995 -0.5404
O -1.85799 -0.25359 -0.99424 -0.6834
O 3.73736 -1.75662 -2.11579 -0.6974
O -1.08697 0.76613 1.54489 -0.7223
H 0.89462 1.67997 -2.63541 0.3473
H 0.18862 0.12801 -2.95218 0.3205
H 0.41913 0.73721 -1.30970 -0.0453
H -1.37206 -0.09876 -0.20864 0.2306
H 0.51888 0.03499 2.47292 0.3324
H -1.40252 0.46848 -1.46282 0.3657
H 1.81587 0.03783 0.58462 0.1369
```

Quick one: least stable of them? (2)

(1)
Here is a 2-piece molecular cluster, C3H10NO2 overall from the Open Molecules 2025 dataset. Energies are from ωB97M-V/def2-TZVPD.

Output
LUMO energy (alpha / beta), eV: -10.9 / -14.4
Multiplicity: 2
HOMO-LUMO gap (alpha / beta), eV: 8.958 / 5.376
Net charge: +2

XYZ file:
```
16
Properties=species:S:1:pos:R:3:mulliken_charge:R:1
O 0.68489 -1.72296 -0.81052 0.0473
C -0.43826 -1.36669 -0.79242 0.0476
C -0.79784 -0.16507 0.24835 0.0716
C -2.19132 0.42168 -0.12896 -1.1738
N 0.31390 0.84130 -0.01854 -0.2673
H -1.18618 -1.61847 -1.58456 0.4325
H -0.70448 -0.53553 1.29935 0.4161
H -2.10319 0.85624 -1.12448 0.4393
H -2.91293 -0.37756 -0.08019 0.4382
H -2.33620 1.03851 0.76455 0.4245
H 0.46538 0.96533 -1.02659 0.4197
H -0.09504 1.69610 0.38900 0.4445
H 1.27939 0.74930 0.36062 0.2562
H 3.79106 -0.46108 0.23162 0.3197
H 3.25199 -0.13600 1.60148 0.3362
O 2.97882 -0.18510 0.67130 -0.6523
```

(2)
Here is a 2-piece molecular cluster, C3H10NO2 overall from the Open Molecules 2025 dataset. Energies are from ωB97M-V/def2-TZVPD.

Output
LUMO energy (alpha / beta), eV: -10.7 / -14.6
Multiplicity: 2
HOMO-LUMO gap (alpha / beta), eV: 9.655 / 5.732
Net charge: +2

XYZ file:
```
16
Properties=species:S:1:pos:R:3:mulliken_charge:R:1
O 1.49391 -1.43360 1.09975 0.0079
C 0.55617 -0.74630 1.34953 0.0581
C -0.01779 0.28098 0.33902 0.3045
C 0.04476 1.71544 0.85449 -1.2374
N 0.66184 0.14090 -1.01801 -0.3059
H -0.03607 -0.97187 2.27415 0.4627
H -1.03489 -0.13630 0.22624 0.2843
H -0.52902 1.77106 1.78428 0.4008
H -0.24054 2.44256 0.09264 0.4295
H 1.07605 1.93575 1.15741 0.4398
H 1.66086 -0.08020 -0.95234 0.4117
H 0.65876 1.05559 -1.48293 0.3573
H 0.12720 -0.51322 -1.60835 0.3615
H -2.43606 -0.92373 -2.33073 0.3377
H -1.92659 0.47078 -2.24920 0.3446
O -2.03085 -0.32141 -1.68505 -0.6572
```

Quick one: least stable of them? (1)

(1)
Here is a 2-piece molecular cluster, C2H2Cl3NO overall from the Open Molecules 2025 dataset. Energies are from ωB97M-V/def2-TZVPD.

Output
LUMO energy, eV: 0.3
HOMO-LUMO gap, eV: 9.562

XYZ file:
```
9
Properties=species:S:1:pos:R:3:mulliken_charge:R:1
C 0.49006 0.58885 -0.18644 0.1744
C -1.30778 1.46177 -1.15376 0.1870
N 0.37836 -0.62860 0.45243 -0.4244
O 0.24382 0.65300 1.08187 -0.2250
Cl -1.33919 0.87591 -2.84917 -0.1442
Cl -2.65876 0.90542 -0.19231 -0.1232
Cl -1.02970 3.16332 -1.14234 -0.1213
H 1.35649 1.15171 -0.54428 0.3519
H -0.62465 -1.16785 0.45114 0.3248
```

(2)
Here is C2H2Cl3NO in the gas phase from the Open Molecules 2025 dataset. Energies are from ωB97M-V/def2-TZVPD.

Output
LUMO energy (alpha / beta), eV: -0.5 / -0.5
SMILES: O=NCC(Cl)(Cl)Cl
HOMO-LUMO gap (alpha / beta), eV: 8.790 / 8.790

XYZ file:
```
9
Properties=species:S:1:pos:R:3:mulliken_charge:R:1
C 0.93562 -0.13354 0.18055 -0.3266
C -0.88726 -0.48273 0.04207 0.3470
N 1.17684 1.14075 -0.49437 -0.0120
O 0.37025 2.00625 -0.36124 -0.2586
Cl -1.09500 -2.21729 -0.14275 -0.1274
Cl -1.54152 0.21611 -1.46331 -0.1260
Cl -1.84273 0.16954 1.37927 -0.1093
H 1.27322 0.10367 1.19994 0.2911
H 1.61058 -0.80276 -0.34015 0.3219
```

Quick one: least stable of them? (1)

(1)
Here is a 5-piece molecular cluster, H9O4S overall from the Open Molecules 2025 dataset. Energies are from ωB97M-V/def2-TZVPD.

Output
LUMO energy, eV: 3.8
HOMO-LUMO gap, eV: 7.874
Net charge: -1

XYZ file:
```
14
Properties=species:S:1:pos:R:3:mulliken_charge:R:1
S 0.32072 -0.19413 -0.10444 -0.8466
H -0.92438 -0.39044 -0.62419 -0.0483
H -0.79172 -1.00423 2.60823 0.3196
H 0.25967 -1.45332 1.75018 0.2611
O -0.11539 -1.68248 2.63836 -0.6303
H 1.44183 1.97487 -0.15356 0.2659
H 0.56020 2.63197 -1.14615 0.3103
O 1.11818 2.83388 -0.41731 -0.6138
H -3.19844 -0.33165 0.80786 0.3115
H -2.71101 -1.79599 0.65371 0.3151
O -3.28551 -1.20263 1.13407 -0.6290
H 2.65638 0.93670 -2.37060 0.3064
H 1.93231 -0.34597 -2.20201 0.3051
O 2.73716 0.02342 -2.57416 -0.6271
```

(2)
Here is a 5-piece molecular cluster, H9O4S overall from the Open Molecules 2025 dataset. Energies are from ωB97M-V/def2-TZVPD.

Output
LUMO energy, eV: 3.8
HOMO-LUMO gap, eV: 7.860
Net charge: -1

XYZ file:
```
14
Properties=species:S:1:pos:R:3:mulliken_charge:R:1
S -0.46208 1.07305 -1.34628 -0.8590
H 0.65390 0.96813 -2.07952 0.0331
H 1.51873 0.91324 -0.15199 0.2223
H 2.74348 -0.01814 -0.24347 0.3212
O 2.47370 0.85017 0.08186 -0.6140
H -1.99153 -0.64358 0.41806 0.3019
H -2.50847 -0.04900 1.64401 0.3361
O -2.70711 -0.79834 1.06399 -0.6600
H -0.34602 1.73314 1.03362 0.2486
H 0.74944 1.16622 1.89343 0.3544
O -0.10384 1.61718 1.96936 -0.6442
H -0.06307 -3.05010 -1.26946 0.2837
H -0.27378 -1.51508 -1.35888 0.3027
O 0.31663 -2.24691 -1.65472 -0.6266
```

Quick one: least stable of them? (1)

(1)
Here is C9H19N5O3 in the gas phase from the Open Molecules 2025 dataset. Energies are from ωB97M-V/def2-TZVPD.

Output
LUMO energy, eV: 0.3
SMILES: [H]/N=C(/N)NCCC[C@H](NC(=O)[C@H](C)N)C(=O)O
HOMO-LUMO gap, eV: 8.860

XYZ file:
```
36
Properties=species:S:1:pos:R:3:mulliken_charge:R:1
C -2.58667 2.72709 0.41549 0.3749
C -2.52298 1.45753 1.27861 0.3053
C -3.49629 3.77043 1.05302 -1.5182
C -0.43427 0.60704 0.05675 0.2105
C -0.72658 -0.32071 -1.14510 0.3376
C 0.88730 0.23766 0.74755 -1.0823
C 2.12389 0.50216 -0.12765 -0.8877
C 3.20896 -0.54666 0.06340 -1.0134
C 3.46269 -2.97342 -0.21540 0.4544
H -2.96482 3.12744 -1.58668 0.2537
H -3.96002 2.02701 -0.93777 0.2733
H -1.56002 3.13942 0.33909 0.2784
H -3.10285 4.07388 2.03541 0.3388
H -3.56092 4.63115 0.39846 0.4338
H -4.49275 3.33299 1.19289 0.3407
H -1.61761 -0.27997 1.57877 0.2556
H -0.37013 1.63740 -0.31681 0.2863
H 0.85282 -0.81872 1.02084 0.3929
H 0.94183 0.79800 1.67337 0.4613
H 1.83474 0.49259 -1.16647 0.4483
H 2.52332 1.49818 0.08350 0.4750
H 4.14097 -0.21313 -0.40568 0.4074
H 3.43019 -0.61959 1.15600 0.4009
H 1.82346 -1.90624 -0.72293 0.3277
H 4.88809 -2.21798 0.81701 0.2598
H 2.41995 -4.01721 -1.59104 0.1827
H 3.39774 -4.87658 -0.63594 0.2709
H -2.17752 0.89175 -1.58520 0.5136
N -2.98310 2.31165 -0.94381 -0.6212
N -1.54376 0.55131 1.00243 -0.0661
N 2.79890 -1.80132 -0.50678 -0.0438
N 4.55939 -3.11822 0.43330 -0.7821
N 2.81068 -4.10459 -0.70870 -0.4546
O -3.35981 1.25025 2.14860 -0.6745
O -0.07341 -1.31722 -1.36743 -0.5957
O -1.74648 0.02459 -1.91141 -0.5444
```

(2)
Here is C9H19N5O3 in the gas phase from the Open Molecules 2025 dataset. Energies are from ωB97M-V/def2-TZVPD.

Output
LUMO energy, eV: 0.4
SMILES: [H]/N=C(/N)NCCC[C@H](NC(=O)[C@H](C)N)C(=O)O
HOMO-LUMO gap, eV: 9.453

XYZ file:
```
36
Properties=species:S:1:pos:R:3:mulliken_charge:R:1
C -0.39885 2.28432 0.19188 -0.1177
C 0.50847 1.16969 -0.30749 0.5115
C -1.00797 1.96416 1.57506 -1.1613
C 2.29386 -0.39086 0.40978 -0.2371
C 3.50111 0.16888 -0.37633 0.4019
C 1.74906 -1.68941 -0.27823 -0.6409
C 0.68602 -2.44381 0.59086 -1.1953
C -0.72518 -1.83009 0.67376 -0.7000
C -2.43079 -0.74007 -0.53586 0.2632
H -1.19663 2.65364 -1.65281 0.3151
H -2.04092 1.61044 -0.84605 0.4021
H 0.15035 3.20990 0.01720 0.4931
H -1.95934 2.54151 1.73392 0.4256
H -0.24255 2.18543 2.32675 0.3490
H -1.41068 0.90573 1.54706 0.0760
H 1.51287 1.23085 1.43372 0.2474
H 2.69720 -0.76288 1.36406 0.5695
H 1.31768 -1.42610 -1.29743 0.2792
H 2.53884 -2.45838 -0.29128 0.4474
H 0.54788 -3.41386 0.05893 0.3687
H 0.91200 -2.59485 1.63448 0.3924
H -1.45523 -2.56832 1.04306 0.6103
H -0.69201 -0.99222 1.39670 0.2106
H -0.72256 -1.06282 -1.16620 0.1904
H -2.98719 -0.83399 1.26499 0.3286
H -3.74326 -0.04601 -1.97475 0.2627
H -2.32666 -0.84027 -2.56140 0.1977
H 4.30770 1.69355 -1.01560 0.3731
N -1.54830 2.48045 -0.69867 -0.8043
N 1.32824 0.64647 0.65066 0.0990
N -1.36786 -1.46850 -0.55867 -0.1366
N -3.27423 -0.48101 0.35103 -0.6727
N -2.75466 -0.28492 -1.86970 -0.4129
O 0.45558 0.66777 -1.44662 -0.7464
O 4.22332 -0.58146 -0.97254 -0.5701
O 3.55472 1.49706 -0.41426 -0.4192
```

Quick one: least stable of them? (2)